Entry 1:
Below is a 2-piece molecular cluster, C2H8Cl2OSi2 overall in a non-equilibrium geometry, with properties calculated with ωB97M-V/def2-TZVPD.

## Properties
Spin multiplicity: 3
E_tot (eV): -45049.423
Largest force on an atom (eV/Å): 7.92
Kohn-Sham gap (alpha / beta) (eV): 6.97 / 6.37
HOMO (alpha / beta) (eV): -6.4 / -10.7

```
15
C2H8Cl2OSi2 ωB97M-V/def2-TZVPD
C -0.290 0.905 -0.995
C -1.643 0.021 1.719
O 2.545 -0.273 -2.055
Si 2.897 -0.430 -0.599
Si -1.288 -0.476 -0.166
Cl -0.344 -2.215 -0.137
Cl -2.969 -0.573 -1.231
H -0.944 1.491 -1.678
H 0.062 1.754 -0.333
H 0.609 0.577 -1.541
H -2.009 -0.817 2.401
H -0.752 0.192 2.203
H -2.363 0.841 1.920
H 3.230 -1.632 0.202
H 3.258 0.636 0.290
```

Here are the natural (NBO) charges for atoms 1 to 2, given in e: C -1.16; C -1.08


Entry 2:
Below is a 2-piece molecular cluster, C2H8ClN2O2 overall in a non-equilibrium geometry, with properties calculated with ωB97M-V/def2-TZVPD.

## Properties
Spin multiplicity: 1
Energy relative to the best compared isomer or geometry (same formula, charge and spin) (kJ/mol): 325.0
E_tot (eV): -21792.287
Net charge: +1
Largest force on an atom (eV/Å): 5.70
Kohn-Sham gap (eV): 10.18
HOMO (eV): -14.5

```
15
C2H8ClN2O2 ωB97M-V/def2-TZVPD
C 0.138 0.142 1.216
C -0.166 1.046 0.079
N 0.163 0.668 -1.134
N 0.602 -1.112 0.723
O -0.918 2.130 0.283
O -2.695 0.583 -0.415
Cl -3.219 -0.996 0.023
H 0.775 0.665 1.956
H -0.900 0.141 1.756
H -0.450 0.936 -1.885
H 0.516 -0.216 -1.149
H 0.325 -1.837 1.226
H 1.630 -1.059 0.564
H -3.268 1.346 -0.035
H -1.198 2.549 -0.526
```

Here are the natural (NBO) charges for atoms 1 to 2, given in e: C -0.34; C 0.76


Entry 3:
Below is C2H8ClO2V as an isolated structure in a non-equilibrium geometry, with properties calculated with ωB97M-V/def2-TZVPD.

## Properties
Spin multiplicity: 5
Energy relative to the best compared isomer or geometry (same formula, charge and spin) (kJ/mol): 0.0
E_tot (eV): -44488.030
Net charge: +2
Largest force on an atom (eV/Å): 1.77
Kohn-Sham gap (alpha / beta) (eV): 9.68 / 6.05
HOMO (alpha / beta) (eV): -19.6 / -20.1

```
14
C2H8ClO2V ωB97M-V/def2-TZVPD
V -0.782 -1.292 -1.383
Cl -2.321 -1.536 0.541
C 1.194 -1.051 1.155
O 1.012 -1.453 -0.248
H 0.279 -0.562 1.492
H 1.400 -1.931 1.756
H 1.992 -0.316 1.215
H 1.824 -1.850 -0.592
C -0.938 1.770 -0.330
O -0.456 0.828 -1.342
H -1.792 1.345 0.185
H -0.143 1.995 0.381
H -1.226 2.718 -0.779
H -0.042 1.335 -2.053
```

Here are the natural (NBO) charges for atoms 1 to 2, given in e: V 1.59; Cl 0.16


Entry 4:
Below is C2H8ClOPSi in the gas phase in a non-equilibrium geometry, with properties calculated with ωB97M-V/def2-TZVPD.

## Properties
Spin multiplicity: 1
SMILES: C[SiH](C)P(O)Cl
Energy relative to the best compared isomer or geometry (same formula, charge and spin) (kJ/mol): 76.9
E_tot (eV): -33941.115
Largest force on an atom (eV/Å): 2.45
Kohn-Sham gap (eV): 8.92
HOMO (eV): -8.5

```
14
C2H8ClOPSi ωB97M-V/def2-TZVPD
C -0.270 1.530 1.350
Si -0.429 0.570 -0.287
C -1.076 -1.178 0.191
P 1.564 0.321 -1.266
O 2.310 -0.964 -0.436
Cl 1.104 -0.525 -3.141
H -1.279 1.847 1.614
H 0.054 0.868 2.152
H 0.419 2.369 1.307
H -1.437 1.149 -1.188
H -0.373 -1.572 0.921
H -1.088 -1.813 -0.691
H -2.072 -1.045 0.609
H 2.571 -1.556 -1.134
```

Here are the natural (NBO) charges for atoms 1 to 2, given in e: C -1.07; Si 0.98